Model one:
The following is a DFT calculation (ωB97M-V/def2-TZVPD) of a cluster of 2 separate species, C4H12O in total.

Structure (ORCA input):
```
! wB97M-V def2-TZVPD RIJCOSX def2/J DEFGRID3
* xyz 1 2
O 2.65 0.77 -0.47
C 2.62 0.26 0.82
C -2.25 0.12 -1.60
C 1.25 -0.37 1.15
C -2.24 -0.05 -0.07
H -2.71 -0.89 0.28
H 0.39 -0.05 0.47
H 3.02 1.20 1.41
H -2.63 0.82 0.41
H 3.29 -0.60 0.92
H 1.18 -1.50 0.92
H -1.77 1.06 -1.83
H 2.38 -0.05 -1.04
H -3.32 0.19 -1.82
H -1.83 -0.82 -2.08
H 1.09 0.00 2.26
H -1.13 -0.10 0.27
*
```

Output
- Kohn-Sham gap (alpha / beta) (eV) = 10.664 / 4.589
- lowest unoccupied orbital energy (alpha / beta) (eV) = -4.16 / -10.18
- HOMO (alpha / beta) (Eh) = -0.54493 / -0.54285

Atomic partial charges in e from the Mulliken method, atoms 1 to 6: O -0.20; C -0.12; C -0.84; C -0.71; C -0.27; H 0.40

---

Model two:
The following is a DFT calculation (ωB97M-V/def2-TZVPD) of a cluster of 2 separate species, C4H12O in total.

Structure (ORCA input):
```
! wB97M-V def2-TZVPD RIJCOSX def2/J DEFGRID3
* xyz 1 2
O 1.88 -2.09 -1.70
C 0.36 -0.74 1.71
C -0.14 0.54 1.08
C -1.04 1.53 -1.07
C -0.54 0.28 -0.40
H -1.27 -0.52 -0.58
H 0.94 -2.04 -1.88
H 1.42 -0.89 1.50
H -1.04 1.04 1.50
H -0.23 -1.59 1.36
H 0.55 1.37 1.26
H 0.22 -0.74 2.80
H 0.41 -0.14 -0.80
H -0.29 2.31 -1.10
H 2.00 -1.54 -0.92
H -1.29 1.22 -2.09
H -1.95 1.98 -0.67
*
```

Output
- Kohn-Sham gap (alpha / beta) (eV) = 12.175 / 4.665
- lowest unoccupied orbital energy (alpha / beta) (eV) = -3.21 / -10.65
- HOMO (alpha / beta) (Eh) = -0.56526 / -0.56280

Atomic partial charges in e from the Mulliken method, atoms 1 to 6: O -0.59; C -1.10; C -0.26; C -1.24; C 0.17; H 0.46

---

Of them, model two has the highest stability.

---

Model one:
The following is a DFT calculation (ωB97M-V/def2-TZVPD) of a cluster of 2 separate species, NO4S in total.

Structure (ORCA input):
```
! wB97M-V def2-TZVPD RIJCOSX def2/J DEFGRID3
* xyz -1 1
S -0.34 -0.40 0.23
O -0.35 0.32 -1.17
O -0.90 -1.72 0.05
O 1.32 1.67 0.06
O -0.73 0.25 1.44
N 0.99 -0.12 -0.61
*
```

Output
- Kohn-Sham gap (alpha / beta) (eV) = 8.614 / 8.697
- lowest unoccupied orbital energy (alpha / beta) (eV) = 4.08 / 4.08
- HOMO (alpha / beta) (Eh) = -0.16667 / -0.16977

Listed below, in e, are the Mulliken charges computed for each atom: S 1.07; O -0.26; O -0.58; O -0.57; O -0.47; N -0.19

---

Model two:
The following is a DFT calculation (ωB97M-V/def2-TZVPD) of a structure of composition NO4S.

Structure (ORCA input):
```
! wB97M-V def2-TZVPD RIJCOSX def2/J DEFGRID3
* xyz -1 1
S 1.38 0.98 0.52
O -1.85 -1.28 -0.57
O -1.34 0.33 0.79
O 2.71 0.91 -0.12
O 0.14 -0.47 -0.53
N -1.04 -0.47 -0.09
*
```

Output
- Kohn-Sham gap (eV) = 7.030
- lowest unoccupied orbital energy (eV) = 3.84
- HOMO (Eh) = -0.11724

Listed below, in e, are the Mulliken charges computed for each atom: S 0.22; O -0.66; O -0.64; O -0.50; O -0.56; N 1.14

---

Of them, model two has the highest stability.

---

Model one:
The following is a DFT calculation (ωB97M-V/def2-TZVPD) of the ion C6H13N2 with charge +1.

Structure (ORCA input):
```
! wB97M-V def2-TZVPD RIJCOSX def2/J DEFGRID3
* xyz 1 1
N 0.02 0.92 1.51
N -1.79 -0.70 1.47
C 1.21 -0.32 -1.56
C -1.21 0.21 -0.82
C 0.52 -0.40 0.93
C 0.04 0.70 -1.62
C 1.67 -0.51 -0.13
C -0.88 -0.16 0.59
H -0.27 0.89 2.48
H -0.43 0.86 -2.59
H -1.59 -0.53 -1.49
H 0.75 -1.23 1.77
H 2.34 0.30 0.13
H -2.72 -0.41 1.30
H 0.89 -1.23 -1.86
H -1.61 -1.03 2.39
H 2.06 -0.06 -2.09
H -1.89 0.93 -0.90
H 0.39 1.51 -1.09
H 2.01 -1.56 0.16
H 0.48 1.82 1.39
*
```

Output
- structure (SMILES) = N[C@]12CCCC[C@H]1[NH2+]2
- Kohn-Sham gap (eV) = 11.537
- lowest unoccupied orbital energy (eV) = -2.96
- HOMO (Eh) = -0.53278

Atomic partial charges in e from the Mulliken method, atoms 1 to 6: N -0.31; N -0.45; C -0.82; C -0.94; C -0.10; C -0.89

---

Model two:
The following is a DFT calculation (ωB97M-V/def2-TZVPD) of the ion C6H13N2 with charge +1.

Structure (ORCA input):
```
! wB97M-V def2-TZVPD RIJCOSX def2/J DEFGRID3
* xyz 1 1
N -1.87 -1.40 -0.12
N 0.62 0.61 0.20
C -1.78 1.13 0.20
C 2.96 -0.32 0.50
C 1.96 0.57 -0.50
C -2.45 -0.26 0.74
C -0.54 0.57 -0.78
C -0.86 -1.05 -1.00
H -2.31 -2.34 0.05
H -3.59 -0.22 0.45
H -1.17 1.66 1.06
H 1.94 0.12 -1.58
H -2.19 -0.39 1.87
H -0.51 1.26 -1.73
H 3.25 0.29 1.48
H 2.42 -1.31 0.85
H 0.53 -0.17 0.89
H -0.31 -1.80 -1.75
H 2.41 1.67 -0.48
H 3.92 -0.60 -0.12
H -2.45 1.98 -0.25
*
```

Output
- structure (SMILES) = CCN[C@H]1C=[NH+]CC1
- Kohn-Sham gap (eV) = 8.141
- lowest unoccupied orbital energy (eV) = -5.06
- HOMO (Eh) = -0.48508

Atomic partial charges in e from the Mulliken method, atoms 1 to 6: N -0.12; N -0.36; C -0.61; C -0.93; C -0.40; C -0.49

---

Of them, model one has the highest stability.

---

Model one:
The following is a DFT calculation (ωB97M-V/def2-TZVPD) of a cluster of 2 separate species, C3H3BrO in total.

Structure (ORCA input):
```
! wB97M-V def2-TZVPD RIJCOSX def2/J DEFGRID3
* xyz 0 1
Br 3.59 -0.72 -0.10
O 1.34 3.21 0.01
C 0.76 0.82 0.12
C -0.08 -0.22 -0.07
C 0.85 2.12 -0.03
H 2.33 0.22 0.04
H -0.99 -0.05 -0.61
H 0.13 -1.28 -0.03
*
```

Output
- structure (SMILES) = C=C=C=O.Br
- Kohn-Sham gap (eV) = 8.130
- lowest unoccupied orbital energy (eV) = -1.67
- HOMO (Eh) = -0.36017

Atomic partial charges in e from the Mulliken method, atoms 1 to 6: Br -0.33; O -0.37; C -0.27; C -0.38; C 0.72; H 0.10

---

Model two:
The following is a DFT calculation (ωB97M-V/def2-TZVPD) of a cluster of 2 separate species, C3H3BrO in total.

Structure (ORCA input):
```
! wB97M-V def2-TZVPD RIJCOSX def2/J DEFGRID3
* xyz 0 1
Br -3.75 -0.07 -0.27
O -2.10 2.59 -0.01
C -0.84 -0.16 -0.20
C 0.34 0.49 -0.05
C -2.06 0.47 -0.16
H 0.35 1.55 0.12
H 1.27 -0.04 -0.09
H -0.87 -1.24 -0.35
*
```

Output
- Kohn-Sham gap (alpha / beta) (eV) = 6.473 / 6.281
- lowest unoccupied orbital energy (alpha / beta) (eV) = -2.29 / -2.33
- HOMO (alpha / beta) (Eh) = -0.32199 / -0.31652

Atomic partial charges in e from the Mulliken method, atoms 1 to 6: Br 0.09; O -0.58; C 0.08; C -0.45; C -0.04; H 0.33

---

Model three:
The following is a DFT calculation (ωB97M-V/def2-TZVPD) of the molecule C3H3BrO.

Structure (ORCA input):
```
! wB97M-V def2-TZVPD RIJCOSX def2/J DEFGRID3
* xyz 0 1
Br 2.03 0.14 0.01
O 1.42 -1.34 0.06
C -0.70 0.58 -0.01
C -1.04 -0.73 0.14
C 0.32 1.41 0.01
H 0.59 2.34 -0.32
H -1.43 -1.29 1.01
H -1.19 -1.11 -0.89
*
```

Output
- Kohn-Sham gap (eV) = 8.766
- lowest unoccupied orbital energy (eV) = -0.02
- HOMO (Eh) = -0.32294

Atomic partial charges in e from the Mulliken method, atoms 1 to 6: Br 0.40; O -0.56; C -0.01; C -0.21; C -0.57; H 0.45

---

Of them, model one has the highest stability.

---

Model one:
The following is a DFT calculation (ωB97M-V/def2-TZVPD) of the molecule C2H3N3.

Structure (ORCA input):
```
! wB97M-V def2-TZVPD RIJCOSX def2/J DEFGRID3
* xyz 0 1
N -0.42 1.26 0.49
N 0.82 -0.40 0.37
N 0.53 0.67 1.11
C -0.89 0.52 -0.59
C -0.02 -0.58 -0.67
H 1.63 -0.92 0.65
H 0.15 -1.42 -1.35
H -1.80 0.86 -0.01
*
```

Output
- structure (SMILES) = c1c[nH]nn1
- Kohn-Sham gap (eV) = 10.471
- lowest unoccupied orbital energy (eV) = 0.82
- HOMO (Eh) = -0.35477

Atomic partial charges in e from the Mulliken method, atoms 1 to 6: N -0.22; N 0.21; N -0.43; C -0.31; C -0.21; H 0.23

---

Model two:
The following is a DFT calculation (ωB97M-V/def2-TZVPD) of the molecule C2H3N3.

Structure (ORCA input):
```
! wB97M-V def2-TZVPD RIJCOSX def2/J DEFGRID3
* xyz 0 1
N 0.82 0.80 -0.39
N 0.83 0.51 0.87
N -0.07 0.23 -1.20
C -0.69 -0.59 -0.35
C -0.12 -0.42 0.92
H -1.48 -1.23 -0.69
H 1.08 1.65 -0.95
H -0.33 -0.92 1.85
*
```

Output
- structure (SMILES) = c1cn[nH]n1
- Kohn-Sham gap (eV) = 11.442
- lowest unoccupied orbital energy (eV) = 1.21
- HOMO (Eh) = -0.37588

Atomic partial charges in e from the Mulliken method, atoms 1 to 6: N 0.29; N -0.56; N -0.49; C -0.17; C -0.15; H 0.38

---

Model three:
The following is a DFT calculation (ωB97M-V/def2-TZVPD) of the molecule C2H3N3.

Structure (ORCA input):
```
! wB97M-V def2-TZVPD RIJCOSX def2/J DEFGRID3
* xyz 0 1
N -0.42 0.87 -0.79
N -0.56 0.41 0.41
N 1.21 0.02 -2.41
C 0.45 0.37 -1.62
C 0.03 -0.60 1.00
H 0.78 -1.16 0.46
H -0.23 -0.84 2.01
H -1.26 0.93 0.94
*
```

Output
- Kohn-Sham gap (alpha / beta) (eV) = 8.783 / 8.782
- lowest unoccupied orbital energy (alpha / beta) (eV) = -0.07 / -0.07
- HOMO (alpha / beta) (Eh) = -0.32529 / -0.32528

Atomic partial charges in e from the Mulliken method, atoms 1 to 6: N -0.89; N 0.37; N -0.44; C 0.45; C -0.33; H 0.27

---

Model four:
The following is a DFT calculation (ωB97M-V/def2-TZVPD) of the molecule C2H3N3.

Structure (ORCA input):
```
! wB97M-V def2-TZVPD RIJCOSX def2/J DEFGRID3
* xyz 0 1
N -0.10 0.84 -0.42
N 0.45 -0.43 2.57
N -1.13 0.71 -1.07
C 0.53 -0.49 1.44
C 0.44 -0.48 -0.28
H -1.68 1.62 -0.94
H -0.09 -1.30 -0.73
H 1.59 -0.47 -0.55
*
```

Output
- structure (SMILES) = [H]/N=N/CC#N
- Kohn-Sham gap (eV) = 10.447
- lowest unoccupied orbital energy (eV) = 0.05
- HOMO (Eh) = -0.38191

Atomic partial charges in e from the Mulliken method, atoms 1 to 6: N -0.07; N -0.32; N -0.44; C 0.15; C -0.18; H 0.26

---

Of them, model two has the highest stability.

---

Model one:
The following is a DFT calculation (ωB97M-V/def2-TZVPD) of a cluster of 2 separate species, C2H3N3 in total.

Structure (ORCA input):
```
! wB97M-V def2-TZVPD RIJCOSX def2/J DEFGRID3
* xyz 0 1
N 0.03 0.57 -1.75
N 0.85 0.17 -1.09
N 1.55 -0.10 -0.10
C -0.71 -0.16 1.16
C -1.47 0.31 0.36
H 2.06 -0.96 -0.23
H -0.09 -0.55 1.94
H -2.22 0.72 -0.28
*
```

Output
- Kohn-Sham gap (eV) = 11.249
- lowest unoccupied orbital energy (eV) = 1.18
- HOMO (Eh) = -0.36999

Atomic partial charges in e from the Mulliken method, atoms 1 to 6: N -0.37; N 0.78; N -0.65; C -0.28; C -0.48; H 0.25

---

Model two:
The following is a DFT calculation (ωB97M-V/def2-TZVPD) of the molecule C2H3N3.

Structure (ORCA input):
```
! wB97M-V def2-TZVPD RIJCOSX def2/J DEFGRID3
* xyz 0 1
N 1.20 -0.08 0.07
N 0.57 1.03 0.40
N 0.45 -1.10 -0.28
C -0.78 -0.63 -0.19
C -0.71 0.71 0.27
H -1.46 -1.24 -0.75
H 2.20 -0.14 -0.06
H -1.46 1.45 0.55
*
```

Output
- structure (SMILES) = c1cn[nH]n1
- Kohn-Sham gap (eV) = 11.433
- lowest unoccupied orbital energy (eV) = 1.23
- HOMO (Eh) = -0.37491

Atomic partial charges in e from the Mulliken method, atoms 1 to 6: N 0.36; N -0.52; N -0.49; C -0.17; C -0.16; H 0.36

---

Of them, model two has the highest stability.